Run i
ORCA calculation (ωB97M-V with the def2-TZVPD basis set) on a cluster of 2 separate species, C4H12O3 in total.

SMILES   CCOCOC.O
Kohn-Sham gap   0.403 hartree
LUMO   0.74 eV
HOMO   -10.2218 eV
Spin multiplicity   1

Atoms and positions in Å:
C -0.85946 0.23752 -1.93774
C -0.25849 0.56725 -0.60834
O -0.37409 -0.62280 0.14271
C 0.42545 -0.60568 1.26088
O 0.10206 0.32162 2.20791
C -1.16106 0.12696 2.76640
H -1.94953 0.07328 -1.97479
H -0.35306 -0.68851 -2.25812
H -0.60078 1.04292 -2.64557
H -0.94026 1.30165 -0.13792
H 0.75892 1.00352 -0.60690
H 0.40391 -1.61009 1.72578
H 1.46612 -0.40504 0.94118
H -1.13234 -0.87233 3.23245
H -1.95317 0.13456 1.99887
H -1.41506 0.86947 3.54149
O 2.44886 0.03818 -2.70800
H 2.01346 -0.64049 -2.14400
H 3.37851 -0.27200 -2.79630

How is the electron density shared among the atoms? According to Löwdin, the charges in e are: atom 1 (C): -0.082, atom 2 (C): -0.289, atom 3 (O): -0.120, atom 4 (C): -0.332, atom 5 (O): -0.143, atom 6 (C): -0.102, atom 7 (H): 0.086, atom 8 (H): 0.075, atom 9 (H): 0.086, atom 10 (H): 0.123, atom 11 (H): 0.128, atom 12 (H): 0.141, atom 13 (H): 0.140, atom 14 (H): 0.093, atom 15 (H): 0.092, atom 16 (H): 0.097, atom 17 (O): -0.084, atom 18 (H): 0.037, atom 19 (H): 0.053



Run ii
ORCA calculation (ωB97M-V with the def2-TZVPD basis set) on a cluster of 2 separate species, C4H12O3 in total.

SMILES   OCCCCO.O
Kohn-Sham gap   0.395 hartree
LUMO   0.55 eV
HOMO   -10.2031 eV
Spin multiplicity   1

Atoms and positions in Å:
O -3.08733 -0.97600 -1.58779
C -1.82473 -1.19621 -1.01261
C -1.67846 0.05720 -0.11720
C -0.19248 0.49862 0.19562
C 0.55616 0.15457 1.48561
O -0.12680 0.50944 2.79035
H -3.70541 -1.65332 -1.32918
H -1.66730 -2.18679 -0.58211
H -1.01023 -1.23468 -1.78561
H -2.12715 -0.17550 0.83890
H -2.47525 0.87143 -0.36878
H -0.13187 1.61892 -0.04371
H 0.51469 0.13661 -0.59607
H 1.49313 0.74183 1.47858
H 0.68721 -0.95867 1.48019
H -0.53642 1.41216 2.66666
O 5.32897 0.75930 -0.87533
H 5.63556 1.03225 -1.75453
H 4.34772 0.58884 -0.88300

How is the electron density shared among the atoms? According to Löwdin, the charges in e are: atom 1 (O): -0.075, atom 2 (C): -0.281, atom 3 (C): -0.173, atom 4 (C): -0.213, atom 5 (C): -0.223, atom 6 (O): -0.130, atom 7 (H): 0.082, atom 8 (H): 0.116, atom 9 (H): 0.115, atom 10 (H): 0.089, atom 11 (H): 0.144, atom 12 (H): 0.120, atom 13 (H): 0.105, atom 14 (H): 0.108, atom 15 (H): 0.124, atom 16 (H): 0.094, atom 17 (O): -0.089, atom 18 (H): 0.035, atom 19 (H): 0.053



Run iii
ORCA calculation (ωB97M-V with the def2-TZVPD basis set) on a cluster of 2 separate species, C4H12O3 in total.

SMILES   C[C@H](O)CCO.O
Kohn-Sham gap   0.393 hartree
LUMO   0.95 eV
HOMO   -9.7501 eV
Spin multiplicity   1

Atoms and positions in Å:
C 1.72207 1.41442 -1.19959
C 1.40458 0.36235 -0.10701
O 2.19075 0.57260 1.02120
C 1.52310 -1.14497 -0.68011
C 0.33699 -2.07468 -0.40640
O 0.26695 -2.42764 0.93996
H 2.75710 1.23187 -1.61132
H 1.85760 2.20606 -0.43342
H 1.09593 1.33847 -2.03918
H 0.29815 0.33845 0.25335
H 3.13555 0.50420 0.84513
H 1.74360 -1.11772 -1.79841
H 2.29114 -1.68584 -0.03282
H -0.62207 -1.68222 -0.81171
H 0.48339 -2.99146 -1.04498
H 1.06422 -2.25631 1.46518
O -6.27453 2.73755 0.44982
H -6.94997 2.07760 0.20804
H -6.54039 3.63414 0.07101

How is the electron density shared among the atoms? According to Löwdin, the charges in e are: atom 1 (C): -0.050, atom 2 (C): -0.451, atom 3 (O): -0.055, atom 4 (C): -0.135, atom 5 (C): -0.326, atom 6 (O): -0.068, atom 7 (H): 0.091, atom 8 (H): 0.091, atom 9 (H): 0.057, atom 10 (H): 0.167, atom 11 (H): 0.100, atom 12 (H): 0.125, atom 13 (H): 0.123, atom 14 (H): 0.121, atom 15 (H): 0.117, atom 16 (H): 0.092, atom 17 (O): -0.103, atom 18 (H): 0.034, atom 19 (H): 0.068



Stability summary - winner: run i; margin: 0.554 eV.



Run i
ORCA calculation (ωB97M-V with the def2-TZVPD basis set) on the ion C6H13N with charge -1.

Kohn-Sham gap (alpha / beta)   0.100 / 0.287 hartree
LUMO (alpha / beta)   4.05 / 3.87 eV
HOMO (alpha / beta)   1.3184 / -3.9353 eV
Spin multiplicity   2
Charge   -1

Atoms and positions in Å:
C 1.72886 -1.14171 -1.10285
C 0.78654 -1.45655 0.10348
C 0.64551 -0.13481 0.88115
C -0.13109 0.95869 0.08616
C 0.66049 1.99377 -0.39075
C -2.52857 -0.01317 0.41419
N -1.55799 1.04592 0.11536
H 2.66256 -0.53808 -0.92975
H 2.04191 -2.07103 -1.64942
H 1.19002 -0.65933 -1.88012
H -0.03940 -1.99215 -0.25626
H 1.09633 -2.26428 0.80336
H 1.64282 0.27396 1.18159
H 0.19034 -0.20351 1.87346
H -0.01973 2.68158 -0.87384
H 1.75777 2.15799 0.06536
H -3.34558 0.09102 -0.40683
H -2.94407 0.15731 1.38518
H -2.02753 -0.93321 0.50380
H -1.80920 2.04759 0.07672

How is the electron density shared among the atoms? According to Löwdin, the charges in e are: atom 1 (C): -0.149, atom 2 (C): -0.289, atom 3 (C): -0.239, atom 4 (C): -0.418, atom 5 (C): -0.085, atom 6 (C): -0.395, atom 7 (N): -0.080, atom 8 (H): 0.076, atom 9 (H): 0.057, atom 10 (H): 0.035, atom 11 (H): 0.050, atom 12 (H): 0.085, atom 13 (H): 0.090, atom 14 (H): 0.063, atom 15 (H): 0.000, atom 16 (H): 0.076, atom 17 (H): 0.039, atom 18 (H): -0.001, atom 19 (H): 0.020, atom 20 (H): 0.067



Run ii
ORCA calculation (ωB97M-V with the def2-TZVPD basis set) on a structure of composition C6H13N.

Kohn-Sham gap (alpha / beta)   0.195 / 0.205 hartree
LUMO (alpha / beta)   4.21 / 4.18 eV
HOMO (alpha / beta)   -1.0904 / -1.3992 eV
Spin multiplicity   2
Charge   -1

Atoms and positions in Å:
C 2.95557 -0.72860 -0.20714
C 1.94821 0.40703 -0.04001
C 0.78393 -0.20467 0.69195
C -0.54079 0.20034 0.50791
C -0.95406 0.71686 -0.75852
N -2.31781 0.57258 -1.25045
C -1.69880 -0.21592 1.39725
H 3.17336 -1.10863 0.79851
H 3.91822 -0.42446 -0.66192
H 2.59570 -1.55657 -0.81869
H 2.39550 1.28982 0.43197
H 1.40170 0.73582 -0.93931
H -1.82558 -2.07694 -1.88445
H 1.01540 -0.90610 1.49487
H -1.14355 -1.93367 -2.11007
H -2.26760 0.63442 -2.26361
H -1.90632 1.41277 -0.39933
H -2.59345 0.39381 1.26865
H -1.90162 -1.29196 1.37150
H -1.40656 0.02045 2.43460

How is the electron density shared among the atoms? According to Löwdin, the charges in e are: atom 1 (C): -0.157, atom 2 (C): -0.307, atom 3 (C): -0.156, atom 4 (C): -0.399, atom 5 (C): -0.355, atom 6 (N): -0.135, atom 7 (C): -0.120, atom 8 (H): 0.052, atom 9 (H): 0.052, atom 10 (H): 0.061, atom 11 (H): 0.091, atom 12 (H): 0.056, atom 13 (H): 0.011, atom 14 (H): 0.073, atom 15 (H): 0.013, atom 16 (H): -0.014, atom 17 (H): 0.076, atom 18 (H): 0.043, atom 19 (H): 0.062, atom 20 (H): 0.053



Stability summary - winner: run i; margin: 3.050 eV.



Run i
ORCA calculation (ωB97M-V with the def2-TZVPD basis set) on a cluster of 2 separate species, C3H11N2O2 in total.

Kohn-Sham gap   0.412 hartree
LUMO   -3.10 eV
HOMO   -14.3257 eV
Spin multiplicity   1
Charge   +1

Atoms and positions in Å:
O 0.47858 1.90281 -0.16895
C 0.89386 0.88054 0.32223
N 1.78925 0.87747 1.35644
C 0.12048 -0.43614 0.13679
N -1.30447 -0.05929 0.36121
C -2.16319 -1.23612 0.64855
H 2.32761 1.73367 1.37111
H 2.26123 0.02126 1.59502
H 0.20295 -0.54392 -0.93658
H 0.54659 -1.27533 0.65676
H -1.60812 0.55211 -0.40076
H -1.34837 0.53388 1.19285
H -1.90373 -2.06871 -0.01291
H -3.21529 -1.06182 0.47938
H -1.85598 -1.62301 1.60283
H 1.45005 1.32547 -2.86010
H 1.94045 -0.01754 -2.97912
O 1.38810 0.49466 -2.36477

How is the electron density shared among the atoms? According to Löwdin, the charges in e are: atom 1 (O): 0.079, atom 2 (C): -0.542, atom 3 (N): 0.192, atom 4 (C): -0.053, atom 5 (N): 0.027, atom 6 (C): 0.014, atom 7 (H): 0.128, atom 8 (H): 0.111, atom 9 (H): 0.112, atom 10 (H): 0.140, atom 11 (H): 0.191, atom 12 (H): 0.184, atom 13 (H): 0.111, atom 14 (H): 0.110, atom 15 (H): 0.107, atom 16 (H): 0.071, atom 17 (H): 0.071, atom 18 (O): -0.051



Run ii
ORCA calculation (ωB97M-V with the def2-TZVPD basis set) on a cluster of 2 separate species, C3H11N2O2 in total.

Kohn-Sham gap   0.369 hartree
LUMO   -3.51 eV
HOMO   -13.5534 eV
Spin multiplicity   1
Charge   +1

Atoms and positions in Å:
N 0.26902 1.91600 -0.20983
C 0.03341 0.48464 -0.58978
C 0.92941 -0.34954 0.26514
N 0.85972 -1.69529 0.18060
C -0.23763 -2.45562 -0.36569
O 1.85616 0.17464 0.87174
H 1.21082 2.24043 -0.37614
H 0.00202 1.97223 0.77086
H -0.37378 2.50514 -0.72774
H -1.03994 0.27440 -0.49114
H 0.20735 0.39406 -1.66317
H 1.52851 -2.15157 0.76573
H 0.09673 -3.07471 -1.20829
H -1.00775 -1.92711 -0.92824
H -0.58872 -3.10400 0.43430
H -2.60050 1.75047 0.94625
H -3.52931 1.27833 -0.09755
O -2.58317 1.38932 0.05026

How is the electron density shared among the atoms? According to Löwdin, the charges in e are: atom 1 (N): 0.210, atom 2 (C): -0.074, atom 3 (C): -0.483, atom 4 (N): 0.045, atom 5 (C): -0.057, atom 6 (O): 0.068, atom 7 (H): 0.171, atom 8 (H): 0.168, atom 9 (H): 0.163, atom 10 (H): 0.097, atom 11 (H): 0.158, atom 12 (H): 0.154, atom 13 (H): 0.096, atom 14 (H): 0.087, atom 15 (H): 0.098, atom 16 (H): 0.068, atom 17 (H): 0.076, atom 18 (O): -0.045



Stability summary - winner: run ii; margin: 0.128 eV.



Run i
ORCA calculation (ωB97M-V with the def2-TZVPD basis set) on the molecule C11H22N6O4.

SMILES   [H]/N=C(\N)NCCC[C@H](NC(=O)[C@@H](N)CCC(N)=O)C(=O)O
Kohn-Sham gap   0.334 hartree
LUMO   -0.02 eV
HOMO   -9.0975 eV
Spin multiplicity   1

Atoms and positions in Å:
H -1.78939 3.79512 0.96928
N -2.34941 3.16318 0.41538
C -1.56031 2.34897 -0.29736
N -0.17875 2.36712 -0.64081
N -2.12015 1.24533 -0.91472
C -3.53028 0.76295 -0.66000
C -3.81040 0.22431 0.69345
C -2.75067 -0.60341 1.34055
C -1.79292 -1.72563 0.63020
N -0.49016 -1.25854 -0.03856
C 0.47133 -0.76048 0.78134
O 0.30226 -0.46881 1.97193
C 1.79113 -0.53248 0.13216
N 1.74863 0.05606 -1.23815
C 2.71351 0.31294 1.07018
C 4.02868 0.59370 0.34312
C 4.67598 -0.63048 0.04021
N 5.63142 -0.49363 -1.04375
O 4.61126 -1.65751 0.68268
C -2.75607 -2.39052 -0.34480
O -3.77248 -2.98801 -0.03608
O -2.36461 -2.51009 -1.61794
H -0.00256 2.65279 -1.63365
H 0.47198 2.87280 0.02604
H -1.51104 0.42200 -0.66997
H -4.00456 1.71776 -0.78625
H -3.72894 0.04820 -1.46866
H -4.12287 0.99607 1.42555
H -4.74296 -0.37751 0.63768
H -2.00706 0.13723 1.79625
H -3.19818 -1.20390 2.13771
H -1.54700 -2.44208 1.35438
H -0.07960 -1.92177 -0.60999
H 2.15989 -1.59790 0.00178
H 0.93188 0.57334 -1.36657
H 1.51155 -0.86987 -1.83087
H 2.96577 -0.29292 1.91821
H 2.01900 1.12158 1.32520
H 3.82860 1.14459 -0.51335
H 4.75847 1.20160 0.90250
H 5.86606 -1.39644 -1.45962
H 5.28491 0.27225 -1.66715
H -1.56192 -1.90791 -1.75753

How is the electron density shared among the atoms? According to Löwdin, the charges in e are: atom 1 (H): 0.020, atom 2 (N): 0.120, atom 3 (C): -0.511, atom 4 (N): 0.073, atom 5 (N): 0.009, atom 6 (C): -0.178, atom 7 (C): -0.225, atom 8 (C): -0.116, atom 9 (C): -0.109, atom 10 (N): 0.078, atom 11 (C): -0.454, atom 12 (O): 0.087, atom 13 (C): -0.313, atom 14 (N): 0.070, atom 15 (C): -0.106, atom 16 (C): -0.157, atom 17 (C): -0.550, atom 18 (N): 0.126, atom 19 (O): 0.073, atom 20 (C): -0.506, atom 21 (O): 0.115, atom 22 (O): 0.108, atom 23 (H): 0.118, atom 24 (H): 0.119, atom 25 (H): 0.087, atom 26 (H): 0.100, atom 27 (H): 0.119, atom 28 (H): 0.124, atom 29 (H): 0.123, atom 30 (H): 0.125, atom 31 (H): 0.122, atom 32 (H): 0.136, atom 33 (H): 0.099, atom 34 (H): 0.165, atom 35 (H): -0.012, atom 36 (H): 0.134, atom 37 (H): 0.113, atom 38 (H): 0.115, atom 39 (H): 0.078, atom 40 (H): 0.152, atom 41 (H): 0.096, atom 42 (H): 0.102, atom 43 (H): 0.131



Run ii
ORCA calculation (ωB97M-V with the def2-TZVPD basis set) on the molecule C11H22N6O4.

SMILES   [H]/N=C(\N)NCCC[C@H](NC(=O)[C@@H](N)CCC(N)=O)C(=O)O
Kohn-Sham gap   0.333 hartree
LUMO   0.30 eV
HOMO   -8.7452 eV
Spin multiplicity   1

Atoms and positions in Å:
H -2.95385 1.25583 0.62235
N -2.67069 1.42029 -0.35701
C -2.31347 0.52671 -1.15721
N -2.29813 -0.81624 -1.07342
N -1.71045 1.01400 -2.37018
C -1.49180 2.41403 -2.58761
C -0.10088 2.96254 -2.08488
C 1.03198 2.22640 -2.64038
C 1.21570 0.79189 -2.15089
N 1.19105 0.73951 -0.69676
C 0.89825 -0.47653 -0.13030
O 0.73484 -1.54879 -0.72090
C 0.58085 -0.35435 1.36348
N -0.01946 0.98945 1.65402
C -0.22956 -1.55793 1.90288
C 0.21094 -1.93712 3.29277
C -0.20039 -3.34495 3.76989
N 0.66310 -3.75112 4.76270
O -1.12874 -4.08474 3.46215
C 2.69594 0.48221 -2.47233
O 3.49345 1.38491 -2.83130
O 3.10875 -0.68373 -1.95071
H -1.79631 -1.35228 -1.73710
H -2.67639 -1.25509 -0.28070
H -1.22161 0.30995 -2.88522
H -1.56946 2.50392 -3.66906
H -2.34228 2.92532 -2.13463
H -0.22578 2.90454 -0.97989
H -0.08468 4.02479 -2.49870
H 0.89687 2.26242 -3.82185
H 1.99145 2.58617 -2.41955
H 0.53441 -0.01083 -2.40393
H 0.77720 1.53144 -0.18877
H 1.59237 -0.20894 1.90026
H -1.05089 0.91431 1.73795
H 0.23669 1.25115 2.66730
H -0.03356 -2.42467 1.33657
H -1.32390 -1.28985 1.85368
H -0.09644 -1.22138 4.06633
H 1.32275 -2.07935 3.41606
H 1.39660 -3.08745 5.05153
H 0.67818 -4.76725 5.06706
H 2.28734 -1.16915 -1.68368

How is the electron density shared among the atoms? According to Löwdin, the charges in e are: atom 1 (H): 0.050, atom 2 (N): 0.110, atom 3 (C): -0.564, atom 4 (N): 0.171, atom 5 (N): 0.006, atom 6 (C): -0.208, atom 7 (C): -0.184, atom 8 (C): -0.170, atom 9 (C): -0.226, atom 10 (N): 0.126, atom 11 (C): -0.411, atom 12 (O): 0.037, atom 13 (C): -0.273, atom 14 (N): 0.031, atom 15 (C): -0.147, atom 16 (C): -0.134, atom 17 (C): -0.527, atom 18 (N): 0.104, atom 19 (O): 0.043, atom 20 (C): -0.400, atom 21 (O): 0.059, atom 22 (O): 0.115, atom 23 (H): 0.088, atom 24 (H): 0.087, atom 25 (H): 0.099, atom 26 (H): 0.109, atom 27 (H): 0.105, atom 28 (H): 0.105, atom 29 (H): 0.137, atom 30 (H): 0.180, atom 31 (H): 0.085, atom 32 (H): 0.121, atom 33 (H): 0.116, atom 34 (H): 0.173, atom 35 (H): 0.061, atom 36 (H): 0.115, atom 37 (H): 0.097, atom 38 (H): 0.134, atom 39 (H): 0.127, atom 40 (H): 0.125, atom 41 (H): 0.100, atom 42 (H): 0.144, atom 43 (H): 0.083



Stability summary - winner: run ii; margin: 0.970 eV.